Version A
{
  "formula": "C3H6N2",
  "method": "ωB97M-V/def2-TZVPD",
  "e_lumo_ev": 0.58,
  "smiles": "[H]/N=N/C(=C)C",
  "orbital_gap_ha": 0.3566,
  "molar_mass_g_mol": 70.09,
  "elements": ["H", "N", "N", "C", "C", "C", "H", "H", "H", "H", "H"],
  "positions_angstrom": [[-2.91, 0.27, -0.26], [-1.93, 0.44, 0.04], [-1.33, -0.61, -0.17], [0.19, -0.33, 0.00], [0.92, -1.41, 0.26], [0.59, 1.12, -0.12], [0.32, -2.24, 0.00], [1.85, -1.61, 0.64], [1.27, 1.41, 0.72], [1.34, 1.09, -0.97], [-0.31, 1.86, -0.13]],
  "mulliken_charge": [0.244, -0.514, -0.079, 0.511, -0.828, -0.778, 0.311, 0.358, 0.256, 0.219, 0.299]
}

---

Version B
{
  "formula": "C3H6N2",
  "method": "ωB97M-V/def2-TZVPD",
  "e_lumo_ev": 1.14,
  "smiles": "C1=NNCC1",
  "orbital_gap_ha": 0.3486,
  "molar_mass_g_mol": 70.09,
  "elements": ["C", "N", "N", "C", "C", "H", "H", "H", "H", "H", "H"],
  "positions_angstrom": [[0.29, 1.17, 0.34], [-0.89, 0.70, 0.51], [-1.15, -0.57, 0.05], [0.28, -1.10, -0.39], [1.27, 0.15, -0.34], [0.68, 2.17, 0.91], [-1.99, -1.00, -0.36], [0.58, -1.89, 0.32], [0.31, -1.63, -1.46], [1.58, 0.41, -1.28], [2.07, -0.35, 0.26]],
  "mulliken_charge": [-0.049, -0.428, -0.139, -0.454, -0.440, 0.277, 0.247, 0.218, 0.224, 0.306, 0.239]
}

---

The structure with the most favorable energy is version B; the runner-up is 0.176 eV above it.

---

Version A
{
  "formula": "C3H6N2",
  "method": "ωB97M-V/def2-TZVPD",
  "e_lumo_ev": 1.24,
  "orbital_gap_ha": 0.3462,
  "molar_mass_g_mol": 70.09,
  "elements": ["C", "C", "C", "N", "N", "H", "H", "H", "H", "H", "H"],
  "positions_angstrom": [[-1.44, 0.09, 0.26], [-0.46, 0.95, -0.03], [-0.57, -1.06, -0.19], [0.50, 0.03, -0.53], [1.67, 0.07, 0.29], [-2.51, 0.41, 0.40], [-0.26, 1.95, 0.13], [-0.23, -1.82, 0.61], [-0.84, -1.57, -1.16], [1.65, 1.05, 0.53], [2.49, -0.11, -0.30]],
  "mulliken_charge": [-0.550, -0.342, -0.132, -0.048, -0.596, 0.291, 0.468, 0.244, 0.192, 0.228, 0.245]
}

---

Version B
{
  "formula": "C3H6N2",
  "method": "ωB97M-V/def2-TZVPD",
  "e_lumo_ev": 1.12,
  "smiles": "[H]/N=C\\NC=C",
  "orbital_gap_ha": 0.3542,
  "molar_mass_g_mol": 70.09,
  "elements": ["H", "N", "C", "N", "C", "C", "H", "H", "H", "H", "H"],
  "positions_angstrom": [[1.85, 0.01, -2.30], [2.33, -0.29, -1.39], [1.55, -0.30, -0.39], [0.15, 0.05, -0.41], [-0.60, 0.14, 0.79], [-2.00, 0.20, 0.89], [2.07, -0.56, 0.52], [-0.36, -0.14, -1.30], [0.10, 0.38, 1.71], [-2.45, 0.35, 1.91], [-2.63, 0.16, -0.01]],
  "mulliken_charge": [0.213, -0.567, 0.023, -0.278, 0.163, -0.774, 0.341, 0.246, 0.176, 0.227, 0.230]
}

---

The structure with the most favorable energy is version B; the runner-up is 1.885 eV above it.

---

Version A
{
  "formula": "C8H12N5",
  "method": "ωB97M-V/def2-TZVPD",
  "e_lumo_ev": -2.67,
  "charge": 1,
  "smiles": "NC[C@@H](n1cccn1)[n+]1ccc[nH]1",
  "orbital_gap_ha": 0.3817,
  "molar_mass_g_mol": 178.22,
  "elements": ["N", "C", "C", "N", "C", "C", "C", "N", "N", "C", "C", "C", "N", "H", "H", "H", "H", "H", "H", "H", "H", "H", "H", "H", "H"],
  "positions_angstrom": [[1.76, 1.87, -1.14], [1.29, 0.57, -1.47], [-0.17, 0.23, -1.05], [-0.28, -1.17, -0.99], [-1.36, -1.95, -1.11], [-1.12, -3.18, -0.52], [0.12, -2.94, 0.09], [0.62, -1.76, -0.18], [-0.32, 0.75, 0.55], [-0.98, 0.21, 1.59], [-0.90, 1.14, 2.60], [-0.11, 2.19, 2.15], [0.23, 1.87, 0.87], [1.55, 2.65, -1.89], [2.79, 1.80, -1.08], [1.43, 0.48, -2.63], [1.94, -0.25, -1.00], [-0.93, 0.84, -1.55], [-2.18, -1.46, -1.58], [-1.62, -4.11, -0.34], [0.51, -3.58, 0.87], [-1.80, -0.52, 1.66], [-1.36, 1.13, 3.52], [0.03, 3.14, 2.64], [0.86, 2.08, 0.00]],
  "mulliken_charge": [-0.505, -0.801, 0.099, 0.644, -0.350, -0.505, -0.206, -0.861, 0.286, 0.073, -0.845, -0.189, -0.406, 0.312, 0.273, 0.349, 0.456, 0.211, 0.404, 0.407, 0.412, 0.351, 0.480, 0.431, 0.478]
}

---

Version B
{
  "formula": "C8H12N5",
  "method": "ωB97M-V/def2-TZVPD",
  "e_lumo_ev": [-5.72, -5.46],
  "charge": 1,
  "orbital_gap_ha": [0.2907, 0.2943],
  "molar_mass_g_mol": 178.22,
  "elements": ["C", "C", "C", "C", "C", "C", "C", "C", "N", "N", "N", "N", "N", "H", "H", "H", "H", "H", "H", "H", "H", "H", "H", "H", "H"],
  "positions_angstrom": [[-2.48, -0.49, -0.15], [-2.19, 0.87, 0.11], [-1.50, -1.45, 0.06], [-0.02, 0.33, 0.45], [-3.18, 1.99, -0.03], [-1.73, -2.88, -0.06], [3.47, 1.77, -0.20], [3.69, 0.31, 0.07], [-0.91, 1.25, 0.37], [2.02, -1.42, -0.13], [0.93, -1.93, -0.11], [2.49, -0.36, 0.24], [-0.22, -0.94, 0.30], [-3.58, -0.67, -0.13], [-3.80, 1.91, -0.97], [-3.81, 2.16, 0.76], [-2.52, 2.91, -0.03], [-2.85, -3.21, -0.23], [-1.17, -3.36, -0.91], [-1.33, -3.30, 0.85], [2.84, 1.99, -1.17], [4.45, 2.35, -0.06], [2.95, 2.07, 0.75], [4.27, 0.29, 0.97], [4.20, -0.17, -0.74]],
  "mulliken_charge": [-0.825, 0.795, 0.765, 0.545, -1.158, -1.156, -0.972, -0.408, -0.432, -0.035, -0.391, 0.219, 0.083, 0.314, 0.343, 0.345, 0.363, 0.317, 0.317, 0.375, 0.275, 0.339, 0.280, 0.274, 0.428]
}

---

The structure with the most favorable energy is version A; the runner-up is 4.214 eV above it.

---

Version A
{
  "formula": "C8H6O6",
  "method": "ωB97M-V/def2-TZVPD",
  "e_lumo_ev": 0.25,
  "orbital_gap_ha": 0.3147,
  "molar_mass_g_mol": 198.13,
  "elements": ["C", "C", "C", "C", "C", "C", "C", "C", "O", "O", "O", "O", "O", "O", "H", "H", "H", "H", "H", "H"],
  "positions_angstrom": [[1.42, 0.06, 0.73], [0.99, 1.13, -0.25], [2.55, 0.44, 1.29], [2.02, 1.96, -0.37], [0.19, -0.68, 0.28], [-0.18, 0.33, -0.52], [-0.92, -1.75, 0.28], [-1.49, 0.02, -1.16], [2.95, 1.65, 0.61], [-1.80, -1.31, -0.80], [3.29, 0.12, 2.29], [2.40, 3.04, -1.00], [-1.64, -1.80, 1.46], [-2.51, 1.00, -0.94], [-0.40, -2.82, 0.04], [-1.53, -0.04, -2.30], [4.14, 0.74, 2.35], [3.30, 3.21, -0.97], [-2.11, -0.92, 1.58], [-2.40, 1.28, -0.04]],
  "mulliken_charge": [0.895, -0.076, -0.165, -0.080, -0.194, 0.529, -0.091, -0.064, -0.400, -0.328, -0.530, -0.490, -0.488, -0.494, 0.271, 0.247, 0.405, 0.341, 0.361, 0.350]
}

---

Version B
{
  "formula": "C8H6O6",
  "method": "ωB97M-V/def2-TZVPD",
  "e_lumo_ev": 0.13,
  "orbital_gap_ha": 0.3037,
  "molar_mass_g_mol": 198.13,
  "elements": ["C", "C", "C", "C", "C", "C", "C", "C", "O", "O", "O", "O", "O", "O", "H", "H", "H", "H", "H", "H"],
  "positions_angstrom": [[0.61, -0.55, -0.02], [-0.48, 0.46, -0.18], [0.85, -1.91, 0.66], [1.90, -0.87, 0.76], [1.56, -1.56, -0.56], [-0.88, 1.61, -1.10], [-1.67, 0.97, 0.54], [-1.95, 0.63, -0.84], [0.27, -2.89, 1.55], [3.00, -0.41, 1.45], [2.23, -2.11, -1.59], [-1.27, 2.92, -0.64], [-1.98, 1.90, 1.38], [-2.87, -0.07, -1.64], [-0.56, -2.62, 1.95], [2.89, 0.54, 1.80], [3.16, -2.13, -1.34], [-0.47, 3.48, -0.48], [-1.87, 2.75, 0.87], [-2.48, -0.13, -2.57]],
  "mulliken_charge": [-0.330, 1.353, 0.277, 0.178, -0.057, -0.702, 0.042, 0.420, -0.559, -0.599, -0.580, -0.501, -0.551, -0.535, 0.327, 0.355, 0.369, 0.347, 0.392, 0.354]
}

---

The structure with the most favorable energy is version A; the runner-up is 7.561 eV above it.

---

Version A
{
  "formula": "H4N2O2P",
  "method": "ωB97M-V/def2-TZVPD",
  "e_lumo_ev": 4.62,
  "charge": -1,
  "smiles": "NN[P@H](=O)[O-]",
  "orbital_gap_ha": 0.3240,
  "molar_mass_g_mol": 95.02,
  "elements": ["N", "N", "P", "O", "O", "H", "H", "H", "H"],
  "positions_angstrom": [[0.93, 0.30, 0.55], [-0.03, -0.70, 0.23], [-1.54, -0.04, -0.20], [-1.29, 1.56, 0.46], [-2.71, -0.91, 0.23], [1.34, 0.69, -0.31], [0.23, 0.92, 0.88], [0.08, -1.50, -0.42], [-1.43, 0.32, -1.67]],
  "mulliken_charge": [-0.603, -0.343, 0.544, -0.867, -0.661, 0.209, 0.455, 0.252, 0.013]
}

---

Version B
{
  "formula": "H4N2O2P",
  "method": "ωB97M-V/def2-TZVPD",
  "e_lumo_ev": [4.38, 4.17],
  "charge": -1,
  "orbital_gap_ha": [0.3076, 0.2994],
  "molar_mass_g_mol": 95.02,
  "elements": ["N", "N", "O", "O", "P", "H", "H", "H", "H"],
  "positions_angstrom": [[-1.02, 0.53, 0.94], [0.05, 0.99, 0.24], [0.38, -1.72, -0.23], [1.44, 0.07, -1.82], [0.46, -0.32, -0.83], [-1.24, -0.49, 0.80], [-1.08, 1.09, 1.77], [1.71, 0.20, 0.65], [-0.71, -0.35, -1.53]],
  "mulliken_charge": [-0.279, -0.329, -0.666, -0.606, 0.300, 0.297, 0.243, 0.109, -0.070]
}

---

The structure with the most favorable energy is version A; the runner-up is 2.074 eV above it.

---

Version A
{
  "formula": "C2H3NO3",
  "method": "ωB97M-V/def2-TZVPD",
  "e_lumo_ev": 0.00,
  "smiles": "O=C(O)/C=N\\O",
  "orbital_gap_ha": 0.3745,
  "molar_mass_g_mol": 89.05,
  "elements": ["O", "C", "O", "C", "N", "O", "H", "H", "H"],
  "positions_angstrom": [[-0.13, -0.35, -2.39], [-0.43, -0.08, -1.27], [-1.51, -0.12, -0.63], [0.86, 0.06, -0.44], [1.02, 0.09, 0.90], [-0.11, -0.24, 1.83], [-1.42, -0.16, 0.37], [1.66, 0.45, -1.04], [0.07, 0.35, 2.67]],
  "mulliken_charge": [-0.498, 0.604, -0.474, 0.012, -0.358, -0.456, 0.441, 0.358, 0.371]
}

---

Version B
{
  "formula": "C2H3NO3",
  "method": "ωB97M-V/def2-TZVPD",
  "e_lumo_ev": 0.76,
  "smiles": "O=CO/C=N\\O",
  "orbital_gap_ha": 0.3929,
  "molar_mass_g_mol": 89.05,
  "elements": ["O", "C", "O", "C", "N", "O", "H", "H", "H"],
  "positions_angstrom": [[-2.41, 0.46, 0.08], [-1.70, -0.52, -0.02], [-0.37, -0.55, 0.00], [0.23, 0.68, -0.01], [1.51, 0.72, -0.02], [2.09, -0.50, 0.10], [-2.06, -1.55, -0.07], [-0.36, 1.58, 0.04], [3.07, -0.30, -0.10]],
  "mulliken_charge": [-0.493, 0.198, -0.225, 0.122, -0.411, -0.358, 0.367, 0.414, 0.386]
}

---

Version C
{
  "formula": "C2H3NO3",
  "method": "ωB97M-V/def2-TZVPD",
  "e_lumo_ev": 0.25,
  "smiles": "O=CNOC=O",
  "orbital_gap_ha": 0.3862,
  "molar_mass_g_mol": 89.05,
  "elements": ["O", "C", "N", "O", "C", "O", "H", "H", "H"],
  "positions_angstrom": [[-2.25, -0.69, -0.04], [-1.68, 0.41, 0.04], [-0.35, 0.55, 0.09], [0.24, -0.73, 0.26], [1.54, -0.69, -0.11], [2.19, 0.38, 0.03], [-2.18, 1.31, -0.07], [0.54, 1.20, -0.07], [1.95, -1.76, -0.12]],
  "mulliken_charge": [-0.524, 0.008, -0.068, -0.171, 0.298, -0.575, 0.387, 0.334, 0.311]
}

---

Version D
{
  "formula": "C2H3NO3",
  "method": "ωB97M-V/def2-TZVPD",
  "e_lumo_ev": [-0.50, -0.50],
  "smiles": "O=CC(=O)NO",
  "orbital_gap_ha": [0.3229, 0.3230],
  "molar_mass_g_mol": 89.05,
  "elements": ["O", "C", "C", "O", "N", "O", "H", "H", "H"],
  "positions_angstrom": [[-0.06, 1.99, -1.30], [-0.32, 0.80, -1.38], [-0.56, -0.02, -0.19], [-1.53, -0.57, 0.14], [0.74, -0.11, 0.96], [0.58, -1.28, 1.73], [-0.17, 0.34, -2.34], [1.61, -0.06, 0.42], [-0.30, -1.09, 1.96]],
  "mulliken_charge": [-0.390, -0.166, 0.717, -0.427, -0.339, -0.337, 0.341, 0.260, 0.342]
}

---

The structure with the most favorable energy is version B; the runner-up is 0.611 eV above it.